ORCA calculation (the ωB97M-V functional and the def2-TZVPD basis) on a 6-piece molecular cluster, C38H83N3OPS overall at a distorted geometry.

```
127
Properties=species:S:1:pos:R:3:forces:R:3
C -7.42814 3.89484 -1.72206 0.802 -0.277 -0.612
C -6.48374 2.74940 -2.23383 -0.634 1.691 0.983
P -6.03722 1.41134 -1.05031 1.461 -2.451 -2.489
C -7.40056 0.21767 -0.73697 -1.691 0.884 0.744
C -8.76823 0.78401 -0.20698 -0.058 -0.767 0.339
N -5.24819 1.99514 0.42858 -0.588 0.540 0.440
C -5.70206 2.63671 1.60520 0.487 0.161 0.593
S -7.38030 3.08709 1.90700 -0.080 -0.051 -0.302
C -4.61593 2.80603 2.39817 -0.228 0.436 0.846
N -3.51195 2.27731 1.75080 -0.488 0.060 -0.345
C -3.92518 1.81029 0.58755 0.410 -0.031 -0.423
O -3.03878 1.21928 -0.29463 -0.672 -0.806 1.465
C -2.56187 0.11409 0.31328 0.559 -0.422 -0.458
N -2.08033 -0.83818 0.76805 -0.786 1.268 -0.289
H -8.47451 3.58542 -1.83734 0.261 0.381 0.297
H -7.20349 4.78829 -2.32936 -0.490 -0.311 0.175
H -7.16225 4.16479 -0.69035 -0.401 -0.102 -0.245
H -6.90354 2.31095 -3.15542 0.230 -0.357 0.571
H -5.54369 3.23541 -2.55165 -0.148 -0.544 0.266
H -7.10651 -0.60051 -0.06145 0.437 0.404 -0.359
H -7.60553 -0.25959 -1.71255 0.637 0.382 0.164
H -8.84714 1.87575 -0.24056 0.014 -0.356 -0.052
H -8.88458 0.43768 0.83427 -0.041 0.486 -0.318
H -9.62512 0.34614 -0.74542 0.410 0.234 0.025
H -7.36607 3.28572 3.25175 0.551 -0.227 -0.457
H -4.57401 3.28346 3.37436 0.229 -0.281 -0.361
H -2.54521 2.22731 2.06380 -0.190 0.077 0.144
C -3.41075 0.19968 5.17236 0.006 -0.125 -0.024
C -2.51917 0.39739 6.39030 -0.051 0.140 0.035
C -1.88411 1.78657 6.44693 0.045 -0.028 0.005
C -0.94842 2.11894 5.28107 -0.006 -0.016 0.017
C 0.21996 1.15243 5.08761 0.059 0.094 -0.004
C 1.17300 1.11571 6.27735 0.000 -0.097 -0.073
H -2.84352 0.28853 4.24133 -0.010 -0.038 -0.011
H -3.86396 -0.79246 5.18631 -0.038 0.042 -0.075
H -4.21740 0.93934 5.15894 -0.004 0.004 -0.010
H -1.74946 -0.37806 6.41357 0.009 0.036 -0.011
H -3.12032 0.25474 7.29193 0.038 -0.017 -0.011
H -1.34121 1.88787 7.38968 0.022 0.029 -0.041
H -2.67900 2.54027 6.47816 -0.008 -0.019 0.030
H -0.55264 3.12803 5.43306 0.001 -0.013 -0.027
H -1.52809 2.16162 4.34784 -0.029 0.008 -0.005
H 0.78145 1.46145 4.20084 -0.034 -0.035 -0.011
H -0.14804 0.14333 4.88020 -0.032 0.019 -0.013
H 1.58692 2.10665 6.47484 -0.026 -0.012 0.039
H 2.00486 0.44045 6.07335 0.005 0.027 0.050
H 0.67738 0.76280 7.18281 0.023 0.023 0.008
C 0.66342 1.22337 0.92379 -0.078 0.058 -0.141
C 0.84025 0.32321 -0.29671 -0.033 -0.005 0.075
C 1.69036 -0.91452 -0.01887 0.006 -0.097 -0.036
C 3.13508 -0.62647 0.39189 -0.007 0.109 0.111
C 3.94133 0.19906 -0.60868 0.065 -0.147 -0.042
C 4.11040 -0.48852 -1.95945 0.047 0.154 0.014
H 1.61785 1.61922 1.27277 -0.055 0.037 0.054
H 0.02295 2.07667 0.67170 0.062 0.072 0.037
H 0.19128 0.67917 1.74697 0.097 -0.051 0.021
H 1.26536 0.89843 -1.12442 0.011 0.005 0.029
H -0.14855 -0.00451 -0.62361 0.101 -0.043 -0.157
H 1.68353 -1.55268 -0.90723 0.004 0.017 0.007
H 1.21511 -1.50224 0.77385 -0.029 0.021 -0.017
H 3.64402 -1.58162 0.55633 0.003 0.017 -0.011
H 3.14428 -0.11311 1.35885 -0.010 -0.035 0.011
H 4.93274 0.38330 -0.18582 -0.040 0.050 0.021
H 3.48201 1.18263 -0.75207 0.003 0.008 0.026
H 4.60852 -1.45387 -1.84514 -0.053 -0.013 -0.004
H 4.72223 0.12895 -2.61902 -0.019 -0.075 -0.053
H 3.15074 -0.65085 -2.45402 0.026 -0.032 -0.023
C -4.12478 -1.84760 -2.67252 -0.284 0.135 0.033
C -2.74965 -2.33510 -2.28832 0.378 -0.105 0.087
C -1.66493 -2.00111 -3.31207 0.072 -0.027 0.033
C -1.85194 -2.64328 -4.68786 -0.120 0.029 -0.035
C -1.94262 -4.16885 -4.68235 0.152 0.021 -0.042
C -0.67679 -4.84620 -4.16655 -0.128 -0.089 0.005
H -4.50102 -2.29345 -3.59466 0.056 0.024 -0.009
H -4.83500 -2.08900 -1.87678 -0.086 0.092 -0.062
H -4.09367 -0.76058 -2.79218 -0.203 -0.008 -0.088
H -2.77534 -3.41264 -2.10284 0.060 0.021 0.021
H -2.48651 -1.86219 -1.33644 0.077 -0.279 -0.164
H -0.69305 -2.29271 -2.90268 -0.011 0.003 -0.008
H -1.62041 -0.91309 -3.44127 -0.010 0.000 0.008
H -1.01734 -2.33942 -5.32748 -0.008 -0.020 0.006
H -2.75244 -2.23874 -5.16040 0.013 0.019 0.013
H -2.12644 -4.50715 -5.70553 -0.051 0.014 0.027
H -2.80215 -4.49916 -4.09201 -0.014 0.030 -0.013
H 0.18847 -4.56424 -4.77025 0.008 0.020 0.044
H -0.78082 -5.93112 -4.21776 0.064 0.014 0.021
H -0.47167 -4.58429 -3.12697 0.033 0.000 -0.015
C 4.83845 7.06772 -3.73161 0.000 -0.035 -0.143
C 3.61225 6.22714 -4.07083 -0.024 0.098 0.099
C 3.10652 5.39175 -2.89516 -0.076 -0.072 -0.041
C 4.09293 4.34597 -2.37099 0.094 0.064 0.013
C 4.57182 3.33015 -3.40738 -0.111 -0.082 0.111
C 3.44592 2.47200 -3.97402 0.123 0.015 -0.104
H 5.68975 6.44578 -3.45003 -0.003 0.027 0.021
H 5.14001 7.66442 -4.59392 0.031 0.022 0.052
H 4.62548 7.75167 -2.90718 0.032 -0.026 0.015
H 3.83083 5.58550 -4.92912 -0.017 -0.020 0.029
H 2.80777 6.89670 -4.38894 0.003 -0.047 -0.029
H 2.17417 4.89860 -3.18848 0.014 -0.013 0.010
H 2.84299 6.06241 -2.07032 0.016 0.015 -0.020
H 3.62003 3.80962 -1.54032 0.014 -0.021 -0.014
H 4.96467 4.84920 -1.94314 -0.027 0.011 0.007
H 5.30617 2.67253 -2.93249 0.028 0.042 -0.020
H 5.09570 3.83390 -4.22386 0.005 0.024 0.030
H 2.93711 1.92461 -3.17625 -0.040 0.022 -0.020
H 3.84776 1.74182 -4.67883 -0.089 -0.031 0.011
H 2.70677 3.07281 -4.50681 -0.010 -0.014 0.018
C 5.76185 -7.75849 0.69609 0.101 -0.009 0.110
C 5.22518 -7.06798 1.94530 -0.097 -0.062 -0.081
C 4.25164 -5.93070 1.63787 -0.010 0.056 0.107
C 4.84566 -4.76648 0.84249 0.058 -0.054 -0.104
C 6.05802 -4.09124 1.48310 -0.140 0.101 0.009
C 5.74717 -3.44702 2.82978 0.167 -0.012 -0.018
H 6.33125 -7.07173 0.06741 -0.020 -0.020 -0.019
H 6.42732 -8.57824 0.97160 -0.015 -0.006 -0.063
H 4.94608 -8.17330 0.09998 0.017 0.030 -0.025
H 6.05890 -6.70349 2.55219 -0.027 0.026 -0.004
H 4.70519 -7.81022 2.55769 0.028 0.039 0.029
H 3.83900 -5.55577 2.57952 0.002 0.013 -0.018
H 3.40060 -6.33295 1.07838 0.020 -0.016 0.003
H 4.06119 -4.01643 0.69039 0.013 0.007 0.006
H 5.12513 -5.11318 -0.15680 -0.027 -0.008 0.008
H 6.42161 -3.31584 0.80210 0.031 -0.049 -0.014
H 6.87735 -4.80564 1.59835 -0.021 -0.016 -0.030
H 4.95929 -2.69616 2.72855 -0.026 -0.034 0.030
H 6.63574 -2.94998 3.22316 -0.057 0.018 0.054
H 5.42792 -4.18477 3.56756 -0.025 0.027 0.001
```
Positions in Å, forces in eV/Å.

Summary:
gap between HOMO and LUMO	0.3149	hartree
lowest unoccupied orbital energy	-3.0961	eV
total charge	+1
electronic energy	-67386.5504	eV

Löwdin atomic charge list, values in e, 6 entries: C -0.144; C -0.374; P 1.036; C -0.374; C -0.167; N -0.111